C42H108ClN8O17 | the ωB97M-V functional and the def2-TZVPD basis

Output
Orbital gap, Eh: 0.2921
Relative energy (zero: lowest compared OMol25 entry of this formula, charge and spin), kcal/mol: 80.2
Calculated total energy, hartree: -3841.77706
Highest occupied orbital energy, eV: -5.90
Maximum force, eV Å⁻¹: 3.253

```
! RIJCOSX wB97M-V def2-TZVPD def2/J DEFGRID3
* xyz -1 1
H 4.5897 -4.5249 4.2874
H -1.5249 0.1815 -2.0717
H 3.8018 1.5584 1.8255
H 2.1702 -2.7220 -0.1171
C -3.9476 1.5872 2.7055
H 4.2584 -6.6734 -1.4415
H -3.7189 -1.1317 -3.4442
H 2.8983 4.6797 0.4107
H 0.2995 -5.7417 -3.7246
H 0.0865 3.5227 1.6923
H 0.8510 -2.4664 2.9421
H -2.1554 -1.8710 -2.8851
O 2.6822 6.0503 -1.2935
C 2.4841 7.1561 -0.4158
H -2.7499 -3.0462 2.0881
H 1.3592 -3.6662 -4.9580
H 2.6217 -3.7684 -3.7745
H 1.2924 -5.4679 -0.5638
O 2.5474 3.4126 -4.8174
H 0.0405 7.0884 2.7326
C 3.3569 2.4125 -4.2144
C 1.7948 -0.6997 -6.5797
H -4.6612 1.6163 3.5289
H 2.3358 2.6208 -6.6740
H -5.9663 -0.0193 0.4287
N 0.1719 4.5164 1.5328
O 3.1622 2.5334 5.0263
C 1.3383 -5.4117 -3.7395
H -2.7158 -4.5209 3.0686
O -6.7578 0.4374 2.3079
O -1.5900 -3.0270 3.8943
H -5.9537 4.8352 -1.0955
H 3.3639 1.5265 -4.8493
O -1.9004 7.4452 2.3575
H -1.9128 0.4119 -3.7817
H 1.7420 -5.6796 -2.7631
C -0.9886 5.1986 1.9719
H 4.6976 2.5816 2.6561
H 2.1646 -1.6705 -2.7375
H 4.4637 -3.9734 0.0430
H -8.1115 -0.5509 1.1203
H -4.8533 0.6897 -3.3715
H 5.3304 0.4718 5.5204
C -4.6409 -2.3160 -1.4553
H -2.3994 -1.1544 4.4522
H 3.3435 1.3408 -2.3680
H -0.2007 -3.1278 0.3908
H -1.9121 8.8947 0.8931
H 6.3888 0.5265 4.1637
C 2.9691 1.3199 4.3348
N 0.7989 -1.8610 4.8471
H -0.1896 -0.0101 4.5523
H 2.2154 4.0824 5.9241
H -1.7835 4.9333 1.2749
H 5.5713 -6.3438 -0.4189
O 2.0654 -1.0561 -5.2307
H -5.7971 5.5270 -2.6462
C -5.1591 2.6992 -2.5003
H -3.9539 2.5922 2.2837
N 0.7463 -3.1211 -3.0380
H -2.5529 -6.4974 -2.2987
C -8.0757 0.2007 1.9089
H 0.7920 -3.4966 -2.1015
H 2.7610 -0.6321 -7.0796
C 3.6234 3.7910 -1.4257
H 2.2150 1.4808 3.5643
O 0.4482 -0.3958 0.5082
H -6.0941 2.9278 -3.0118
O -0.1028 1.5927 -0.5172
H -4.8654 -2.6148 -0.4314
H -0.1429 -4.8058 1.0406
H -0.6056 5.1409 4.0118
H -1.2754 -1.1583 3.0114
O -0.0332 1.4831 1.7836
H 4.3439 -0.2010 3.3910
Cl 0.6442 1.0317 0.5862
H -2.9804 1.4677 3.1937
H -1.1477 -4.4941 -1.7136
H -1.2167 3.5975 3.4457
C 1.5536 -3.9310 -3.9186
N 2.3920 3.2210 -1.9736
C 3.8324 -5.0239 3.6828
C -2.9373 -1.1386 -2.6845
C 1.7441 -7.5964 -4.7022
H 1.7214 1.6397 -3.1008
H -3.6748 -3.0445 3.5425
H -2.1959 -4.0912 -0.2751
H 1.2137 -1.4822 -7.0677
C 1.9797 3.0921 5.5345
C -5.2088 5.0520 -1.8611
C 3.5737 -4.4606 -0.3554
H -3.9065 1.9345 -4.1263
C 2.5638 3.5875 -6.2249
H 3.8307 -6.1089 3.7868
H -2.5299 9.4164 2.4498
H -5.4892 2.3495 -1.5222
C 1.1318 -1.7304 -3.0807
C -1.5284 -1.6026 3.9740
C -2.6163 -6.6244 -1.2180
H 2.0174 7.9472 -1.0027
H -4.5193 5.7702 -1.4172
H -0.7869 9.2483 2.2538
H 4.3421 2.8378 -4.0229
H 1.7965 4.3238 -6.4641
C -1.3378 -4.6482 -0.6514
H 1.9549 2.8136 -1.1594
C -1.3409 4.6766 3.3546
H 0.5642 -1.1819 -2.3289
C 2.6964 2.0650 -2.8628
C 4.5386 -6.6915 -0.3883
H -3.5858 -6.3002 -0.8398
H 1.2930 3.1592 4.6907
O -3.6100 -1.3555 -1.4248
H -2.2946 4.9683 3.7946
O 2.0851 -6.2413 -4.6535
H 1.5789 -0.9713 3.1265
H -0.7618 -0.9354 5.9056
O 2.0580 1.4022 0.5141
C 2.9140 -2.7910 3.6522
H 0.6153 -0.0027 -4.1332
H 1.6442 -7.9065 -3.6620
H -8.5837 -0.1777 2.7959
H 4.1224 2.9488 -0.9464
C -0.7045 6.7260 2.0242
H -0.0971 -1.4508 -4.7811
H -2.5101 -7.6701 -0.9294
C -0.4058 -1.0271 4.8795
H -3.6216 -0.4027 -0.0457
O 2.6488 -4.2275 3.8004
H 1.7277 6.8977 0.3253
H 3.6004 -4.4785 -1.4449
C 5.4753 0.9687 4.5611
C -0.1227 -4.1865 0.1438
H -4.2484 -3.2336 -1.8934
C 3.2790 4.9929 -0.5615
C 4.2978 0.8609 3.6325
C -4.2631 1.5810 -3.1588
C -2.7537 -3.4323 3.1074
H 2.6411 0.6249 5.1077
C 0.8371 -1.0351 -4.4035
H 0.8237 -7.7620 -5.2621
C -2.3393 0.2366 -2.7941
H -5.5384 -1.9455 -1.9507
C -4.3826 0.5286 1.6904
N -3.4899 0.4322 0.5072
N 1.1600 -4.4668 -0.5434
H 3.4946 -2.5818 2.7537
H 2.5524 -8.2186 -5.0863
C 2.2611 -3.7873 0.0950
H -0.2974 7.0733 1.0745
H 1.5991 2.4054 6.2907
H -4.3044 -0.4427 2.1789
H 2.1826 -3.7965 1.1821
H 4.2735 4.1227 -2.2354
H -3.4888 1.0000 -1.3701
H 4.2461 5.4008 -0.2674
O -4.4615 3.9492 -2.3437
H 1.2298 0.2317 -6.6173
H 3.4562 -2.4425 4.5312
H 4.3431 -7.6350 0.1212
C -5.8933 0.7316 1.2154
O 3.6366 -5.8034 0.1659
H 4.1397 -4.8497 2.6516
H -6.0619 1.7132 0.7725
H -2.5605 0.3923 0.9006
H 3.3239 7.5831 0.1324
H 0.1366 4.7111 0.5423
H 3.5151 3.9202 -6.6400
O -1.5462 -6.0046 -0.4803
C -1.7504 8.8256 1.9688
N -3.1132 1.3573 -2.2369
H 5.7719 1.9859 4.8169
H -8.5035 1.1132 1.4938
N 4.5967 1.5985 2.4473
H 0.6075 -2.7904 5.1930
C 1.5567 -1.9546 3.5964
*
```